29
Properties=species:S:1:pos:R:3:forces:R:3:lowdin_charge:R:1 method="wB97M-V/def2-TZVPD" homo_ev=-7.10 multiplicity=1 total_charge=0 largest_force_ev_per_a=7.582
S 2.584310 1.303039 0.233206 0.19 0.81 0.23 0.824
N 0.564399 -1.373959 1.965157 0.77 -0.85 2.39 0.139
N -1.631206 -0.915324 -0.543244 -3.97 0.98 -1.25 -0.116
C 3.514340 -0.093787 -2.149182 -0.16 0.92 -0.68 -0.169
C 3.906625 1.070466 1.524608 -0.67 0.22 -1.23 -0.348
C -0.366796 -0.576757 -0.292387 1.32 -0.07 1.22 -0.149
C -2.416613 -0.141630 -1.596226 3.12 0.78 -0.52 -0.109
C -3.851710 -0.326023 -1.252013 -1.47 2.02 -2.30 -0.184
C -2.572146 -1.644519 0.063723 6.57 -0.53 3.75 -0.102
C 3.978415 -0.906660 -1.034264 0.80 0.20 0.86 -0.163
C 2.678828 -0.071892 -0.884190 2.74 -1.44 0.33 -0.604
C 0.088526 -1.020230 0.996698 -0.29 1.11 -3.39 -0.302
C -3.902137 -1.480862 -0.336956 -2.67 -2.66 -1.47 -0.217
H 4.835070 1.170875 0.989131 0.52 -0.37 0.06 0.012
H 1.895125 -0.715090 -0.828681 -2.11 -1.51 0.19 -0.004
H 3.775215 0.944131 -2.186830 1.20 0.22 -0.83 0.081
H 0.272718 0.119818 -0.904858 -1.63 -0.97 0.71 0.098
H -4.569099 -1.395125 0.521533 -0.22 0.04 -0.24 0.127
H -4.521342 -0.272649 -2.201865 1.02 -0.57 1.75 0.156
H -2.140902 -2.105201 1.028097 -1.29 0.29 -1.61 0.155
H 4.896070 -0.741274 -0.485395 -0.12 0.80 0.18 0.088
H 3.361121 -0.650038 -3.088708 -0.75 0.71 0.54 0.114
H -4.092432 0.558890 -0.688479 -0.48 0.42 0.25 0.111
H 3.743891 0.104139 1.976298 0.22 -0.09 0.34 0.032
H -4.165813 -2.409365 -0.933916 -0.42 0.69 0.75 0.140
H -2.064007 0.893352 -1.477484 -0.33 -0.15 0.04 0.126
H -2.001273 -0.404816 -2.576257 -0.62 -0.50 0.02 0.130
H 3.950144 -1.972451 -1.195864 -0.81 -0.20 0.01 0.099
H 3.875251 1.912457 2.223146 -0.46 -0.30 -0.09 0.035


34
Properties=species:S:1:pos:R:3:forces:R:3:lowdin_charge:R:1 method="wB97M-V/def2-TZVPD" homo_ev=-8.61 multiplicity=1 smiles="CCCCOC(=O)CCNc1n[nH]c(=O)[nH]c1=O" total_charge=0 largest_force_ev_per_a=1.043
O -1.794498 -0.989305 -1.235975 -0.05 -0.12 -0.07 0.105
O -1.639790 0.994353 -0.190600 0.00 0.37 0.28 0.008
O 6.510193 1.869550 0.276292 0.35 0.16 0.09 0.076
O 4.631753 -2.253871 0.754255 -0.09 0.09 -0.09 0.097
N 2.396124 -1.410827 -0.579781 0.03 -0.54 0.20 0.045
N 5.594984 -0.209165 0.518037 0.08 -0.01 0.01 0.218
N 4.410386 1.486873 -0.488243 0.22 0.33 0.00 0.066
N 3.329039 0.699670 -0.714383 -0.50 -0.91 0.10 0.124
C -4.099685 0.078564 1.295738 -0.12 0.11 -0.18 -0.253
C 3.393598 -0.537669 -0.338833 0.13 0.86 -0.26 -0.263
C -1.191827 -0.204025 -0.551663 0.46 -0.22 0.10 -0.504
C -4.783691 -0.954037 0.407038 0.14 0.06 0.15 -0.102
C 4.577425 -1.110034 0.356817 0.17 -0.13 0.17 -0.380
C -2.958430 1.375684 -0.592774 -0.64 0.11 -0.17 -0.162
C -3.898904 1.430679 0.609208 0.45 -0.25 -0.02 -0.179
C 5.577089 1.124078 0.106757 -0.19 0.04 -0.08 -0.524
C 0.195716 -0.450254 0.004453 -0.05 0.01 -0.27 -0.061
C 1.115259 -1.009329 -1.091509 -0.27 0.11 0.04 -0.172
H 0.106545 -1.184453 0.809091 -0.02 0.03 0.01 0.133
H -5.020792 -1.844001 0.985108 -0.07 -0.12 -0.01 0.071
H 0.596076 0.477521 0.409834 0.01 -0.06 0.05 0.118
H -4.860443 1.811687 0.260656 -0.03 0.08 -0.02 0.116
H -3.491734 2.140542 1.332132 -0.06 0.10 -0.02 0.112
H -5.709413 -0.553595 -0.000960 -0.14 0.00 -0.06 0.075
H 2.494157 -2.304842 -0.118077 0.05 0.11 -0.08 0.141
H -3.131333 -0.307428 1.622661 0.01 0.01 0.11 0.104
H 6.441938 -0.522403 0.980545 -0.16 0.06 -0.08 0.174
H -4.705705 0.241809 2.189869 0.09 -0.02 0.05 0.105
H 0.633358 -1.870317 -1.558687 0.08 0.13 -0.02 0.128
H -2.864130 2.368174 -1.041907 0.02 -0.15 0.02 0.128
H 1.290436 -0.238548 -1.844828 -0.11 -0.12 -0.05 0.125
H 4.311376 2.439576 -0.811877 0.17 -0.25 0.15 0.160
H -3.317296 0.667205 -1.343764 0.06 0.16 0.06 0.118
H -4.137772 -1.251852 -0.414635 0.00 -0.05 -0.11 0.055


28
Properties=species:S:1:pos:R:3:forces:R:3:lowdin_charge:R:1 method="wB97M-V/def2-TZVPD" homo_ev=-13.58 multiplicity=1 total_charge=+1 largest_force_ev_per_a=5.443
S -1.600882 4.085426 3.900556 2.10 -1.94 1.06 0.998
N -0.537064 1.343689 1.453923 -0.19 -0.11 -0.59 0.234
C -0.243097 0.605117 -2.874289 -2.88 -1.63 1.18 -0.096
C 0.714217 -1.477858 -1.888415 1.93 -0.71 1.45 -0.160
C -1.303919 1.180195 -1.929737 3.43 2.86 1.27 -0.078
C 0.559808 -2.582556 0.530273 1.30 4.98 1.77 -0.069
C -0.594537 2.926956 4.174779 -2.75 2.40 -1.66 -0.569
C 0.405865 -0.038470 -1.676263 -0.82 -1.42 -0.43 -0.256
C 0.074284 1.745739 3.979479 -3.85 -0.71 3.26 -0.117
C -0.853431 0.218658 -0.814136 -1.65 -0.86 -0.55 -0.231
C -0.703511 0.777525 0.469911 0.54 0.96 0.83 -0.067
C 1.373172 -2.097020 -0.672363 -1.79 -0.77 0.62 -0.220
H -1.608719 -0.577518 -0.677831 0.68 -0.23 -0.41 0.177
H -0.144357 -1.997730 -2.101441 -2.42 -1.08 -0.82 0.098
H 1.397191 -1.701926 -2.681911 0.37 0.55 -0.88 0.130
H 1.145211 0.597856 -1.256696 1.27 0.22 0.11 0.152
H 0.253160 -1.754937 1.317307 0.80 -1.19 -1.44 0.100
H -2.282483 1.200011 -2.170494 -3.21 -0.16 -0.91 0.077
H -0.725174 -0.068715 -3.587013 0.33 -0.35 0.23 0.136
H -1.004119 2.231783 -1.615560 -0.47 -1.07 -0.46 0.149
H 1.155739 -3.254756 1.060985 0.43 -1.38 0.89 0.055
H 1.959993 -2.955394 -0.810368 1.05 -0.95 -1.37 0.098
H 0.350146 1.224572 -3.391576 1.95 2.57 -1.87 0.079
H -0.260771 1.033903 4.871649 0.86 0.88 -2.29 0.186
H 1.051033 1.905135 3.847598 4.26 0.24 -0.02 0.061
H -0.227284 1.648385 2.779644 -0.50 -0.88 0.48 0.038
H -0.334714 -2.900652 0.219499 -3.34 -2.09 -1.07 0.024
H 1.984242 -1.317418 -0.457510 2.57 1.89 1.64 0.071


Number 1: frontier orbital gap 7.6991 eV. Number 2: frontier orbital gap 9.0645 eV. Number 3: frontier orbital gap 8.6427 eV.